Record 1
ORCA calculation (ωB97M-V/def2-TZVPD) on C5H11N in the gas phase in a non-equilibrium geometry.

The HOMO energy comes out at -0.3232 Eh. Its multiplicity is 1. For the energy above the lowest of the compared OMol25 structures with the same formula, charge and spin, the calculation gives 168.1 kJ/mol. The HOMO-LUMO gap is 9.9908 eV. The SMILES is CN[C@@H]1C[C@@H]1C. The value obtained for the calculated total energy is -6851.78673 eV.

```
17
C5H11N | the Open Molecules 2025 dataset | ωB97M-V/def2-TZVPD
C 2.153 0.337 0.156
N 1.073 -0.341 -0.539
C 0.088 -0.769 0.365
C -1.238 -1.222 -0.305
C -1.156 -0.035 0.580
C -1.329 1.274 -0.234
H 2.831 -0.371 0.787
H 1.712 1.114 0.893
H 2.795 0.843 -0.683
H 1.468 -1.108 -1.128
H 0.470 -1.341 1.265
H -1.307 -1.059 -1.402
H -1.720 -2.147 -0.014
H -1.680 0.039 1.565
H -1.087 2.095 0.394
H -2.384 1.354 -0.578
H -0.689 1.335 -1.123
```

Record 2
ORCA calculation (ωB97M-V/def2-TZVPD) on C13H26N2O4 in the gas phase.

The HOMO energy comes out at -0.3464 Eh. Its multiplicity is 1. For the energy above the lowest of the compared OMol25 structures with the same formula, charge and spin, the calculation gives 51.0 kJ/mol. The HOMO-LUMO gap is 10.2026 eV. The SMILES is CC(C)[C@H](CO)NC(=O)CC(=O)N[C@@H](CO)C(C)C. The value obtained for the calculated total energy is -25074.73662 eV.

```
45
C13H26N2O4 | the Open Molecules 2025 dataset | ωB97M-V/def2-TZVPD
C -2.847 -1.210 1.547
C -3.385 -0.101 0.643
C -4.671 -0.558 -0.044
C -2.361 0.394 -0.391
C -1.648 -0.718 -1.182
O -0.586 -0.203 -1.952
N -1.358 1.232 0.239
C -0.794 2.245 -0.451
O -1.206 2.617 -1.536
C 0.387 2.906 0.238
C 1.349 1.909 0.860
O 1.809 2.058 1.978
N 1.664 0.861 0.069
C 2.395 -0.260 0.621
C 1.398 -1.236 1.275
O 0.472 -0.558 2.093
C 3.311 -0.928 -0.415
C 4.478 0.003 -0.743
C 2.583 -1.320 -1.700
H -1.862 -0.968 1.939
H -3.520 -1.352 2.389
H -2.786 -2.152 1.007
H -3.623 0.766 1.269
H -5.411 -0.838 0.701
H -5.087 0.239 -0.656
H -4.484 -1.421 -0.678
H -2.873 1.047 -1.110
H -2.371 -1.240 -1.822
H -1.191 -1.439 -0.502
H -0.915 0.553 -2.457
H -0.891 0.848 1.052
H 0.027 3.569 1.027
H 0.913 3.515 -0.500
H 1.121 0.675 -0.766
H 3.020 0.161 1.421
H 0.801 -1.746 0.517
H 1.948 -1.990 1.855
H 0.962 0.034 2.681
H 3.706 -1.837 0.052
H 5.135 -0.458 -1.476
H 4.106 0.939 -1.152
H 5.059 0.225 0.149
H 3.249 -1.903 -2.331
H 1.701 -1.920 -1.497
H 2.276 -0.441 -2.259
```

Record 3
ORCA calculation (ωB97M-V/def2-TZVPD) on a molecular structure, C62H74BeGe2OP2S5.

The HOMO energy comes out at -0.2768 Eh. Its multiplicity is 1. The HOMO-LUMO gap is 7.7541 eV. The value obtained for the calculated total energy is -253740.86934 eV.

```
147
C62H74BeGe2OP2S5 | the Open Molecules 2025 dataset | ωB97M-V/def2-TZVPD
Be 1.037 1.754 0.183
C 6.533 2.953 -0.948
P 5.020 2.210 -0.189
C 5.789 0.785 0.681
C 4.768 3.398 1.194
C 5.730 3.633 2.175
C 5.549 4.612 3.139
C 4.404 5.392 3.118
C 3.426 5.166 2.161
C 3.572 4.155 1.207
P 2.184 3.747 0.063
C 2.679 4.450 -1.554
C 0.928 4.988 0.563
H 7.377 2.994 -0.257
H 6.308 3.962 -1.297
H 6.802 2.345 -1.815
H 6.705 1.053 1.209
H 6.011 0.024 -0.066
H 5.066 0.360 1.378
H 6.649 3.057 2.173
H 6.307 4.779 3.895
H 4.270 6.179 3.851
H 2.532 5.775 2.178
H 3.036 5.473 -1.443
H 1.795 4.433 -2.193
H 3.450 3.831 -2.010
H 1.273 6.011 0.401
H 0.642 4.848 1.606
H 0.041 4.810 -0.042
C -2.365 1.866 5.906
C -2.800 1.730 4.468
C -2.789 2.817 3.602
C -3.243 2.712 2.291
C -3.252 3.923 1.397
C -3.718 1.474 1.830
C -3.731 0.364 2.687
C -4.274 -0.974 2.253
C -3.260 0.511 3.990
C -4.376 1.374 0.487
C -5.701 1.804 0.440
C -6.442 1.711 -0.723
C -5.869 1.155 -1.852
C -4.548 0.711 -1.843
C -3.779 0.836 -0.666
Ge -1.834 0.441 -0.655
S -0.763 2.344 -0.711
S -1.061 -0.931 0.978
Ge 0.489 -1.394 -0.663
S 2.108 0.054 -0.380
S -0.980 -0.849 -2.286
C 1.073 -3.287 -0.876
C 2.216 -3.581 -1.647
C 2.620 -4.905 -1.800
C 1.930 -5.937 -1.189
C 0.805 -5.652 -0.436
C 0.356 -4.340 -0.287
C -0.916 -4.169 0.481
C -0.887 -3.988 1.864
C 0.421 -3.820 2.598
C -2.085 -3.957 2.572
C -3.306 -4.106 1.935
C -4.601 -4.117 2.706
C -3.316 -4.262 0.553
C -2.142 -4.299 -0.189
C -2.203 -4.460 -1.686
C 3.021 -2.528 -2.335
C 4.230 -2.110 -1.771
C 4.721 -2.714 -0.481
C 4.958 -1.110 -2.399
C 4.508 -0.509 -3.567
C 5.271 0.626 -4.201
C 3.337 -0.982 -4.144
C 2.596 -2.006 -3.563
C 1.393 -2.568 -4.279
C -4.069 0.052 -3.099
C -4.235 -1.331 -3.232
C -4.755 -2.150 -2.080
C -3.869 -1.945 -4.423
C -3.344 -1.217 -5.482
C -2.949 -1.891 -6.770
C -3.197 0.157 -5.334
C -3.554 0.808 -4.160
C -3.378 2.299 -4.029
H -1.901 2.834 6.098
H -1.658 1.080 6.182
H -3.225 1.774 6.574
H -2.442 3.782 3.964
H -2.850 4.793 1.919
H -4.265 4.161 1.066
H -2.648 3.743 0.505
H -5.009 -0.877 1.454
H -4.743 -1.484 3.097
H -3.467 -1.613 1.884
H -3.284 -0.349 4.656
H -6.149 2.204 1.344
H -7.468 2.059 -0.744
H -6.445 1.054 -2.765
H 3.493 -5.117 -2.409
H 2.265 -6.961 -1.306
H 0.243 -6.451 0.035
H 1.173 -3.341 1.970
H 0.823 -4.789 2.909
H 0.279 -3.214 3.495
H -2.058 -3.811 3.649
H -4.441 -3.861 3.754
H -5.061 -5.107 2.666
H -5.313 -3.407 2.282
H -4.268 -4.370 0.040
H -3.185 -4.823 -1.994
H -1.444 -5.154 -2.049
H -2.029 -3.497 -2.177
H 4.062 -2.424 0.345
H 5.733 -2.376 -0.257
H 4.729 -3.803 -0.528
H 5.894 -0.775 -1.957
H 6.304 0.652 -3.851
H 4.805 1.583 -3.953
H 5.277 0.533 -5.288
H 2.993 -0.549 -5.079
H 1.408 -2.273 -5.329
H 0.457 -2.207 -3.850
H 1.378 -3.658 -4.221
H -5.726 -1.785 -1.737
H -4.067 -2.096 -1.229
H -4.860 -3.197 -2.366
H -3.976 -3.021 -4.522
H -2.996 -2.976 -6.678
H -1.931 -1.617 -7.058
H -3.613 -1.590 -7.584
H -2.782 0.739 -6.152
H -3.027 2.731 -4.967
H -2.644 2.537 -3.256
H -4.316 2.785 -3.749
O 0.969 1.854 1.790
S 0.339 1.441 3.106
C 1.375 0.057 3.666
C 2.597 0.675 4.331
C 2.043 1.802 5.199
C 1.147 2.613 4.269
H 1.578 -0.544 2.780
H 0.763 -0.518 4.367
H 3.256 1.093 3.566
H 3.161 -0.062 4.904
H 2.831 2.423 5.626
H 1.455 1.384 6.021
H 1.734 3.253 3.611
H 0.385 3.205 4.772
```